C30H74CdO16Zn as an isolated structure in a non-equilibrium geometry, computed with ωB97M-V/def2-TZVPD.

```
122
Properties=species:S:1:pos:R:3:forces:R:3
O 0.797 0.830 3.535 0.20 0.04 0.26
H 3.007 -4.077 1.726 0.10 -0.42 0.22
H -1.006 -2.111 5.310 0.33 0.16 -0.05
H -1.617 4.006 6.872 0.06 0.16 -0.06
C 0.961 -3.471 1.635 -0.46 0.17 -0.34
H 3.166 3.347 -4.392 0.18 0.23 -0.20
H 1.591 -4.346 -5.787 0.19 -0.19 -0.02
H -3.343 -2.369 4.561 -0.16 -0.28 -0.13
H -2.299 5.080 -1.507 -0.11 0.29 0.01
C -2.758 6.298 -3.255 0.63 0.83 -0.52
H -4.034 -0.918 -0.622 -0.15 0.38 0.10
H 1.262 -2.439 1.441 -0.06 -0.06 0.07
H 3.369 2.988 4.068 -0.02 -0.04 -0.16
H -3.408 2.561 -0.340 -0.13 -0.43 0.26
C -3.880 2.241 -1.271 0.47 0.48 -0.43
C 1.914 1.666 3.197 0.54 0.70 -0.86
O 0.918 -0.918 -2.979 -0.44 1.16 -0.77
H -2.032 -4.035 -1.680 -0.02 -0.03 0.00
H 2.911 1.934 -2.543 -0.03 -0.31 0.10
H 1.066 0.243 4.252 -0.11 -0.02 -0.05
O -0.781 2.004 1.169 0.21 0.99 -0.02
H 3.517 -1.752 -3.267 -0.01 0.00 -0.16
H -4.514 6.621 -3.953 -0.22 -0.12 0.04
H -1.360 3.578 3.338 0.26 -0.44 -0.56
H -2.865 3.971 4.793 -0.03 0.00 0.12
H 3.001 1.602 5.060 -0.06 -0.01 0.03
H 1.854 2.949 4.955 -0.11 -0.07 -0.06
H -2.724 -2.539 -2.255 -0.25 0.13 0.05
C 5.397 -2.194 -4.296 -1.19 -1.00 0.20
O -3.699 -0.006 -0.498 0.04 -0.47 0.20
H 2.652 1.112 2.610 0.01 -0.34 0.33
C 4.108 2.960 -3.995 -0.45 -0.12 0.52
H 2.846 -4.775 -4.583 0.01 -0.02 -0.09
O -4.823 -2.607 -0.476 0.50 0.23 0.42
H 4.823 2.810 -4.802 -0.04 -0.32 0.00
H 4.598 1.327 -2.633 -0.14 -0.20 0.07
C 4.849 -1.448 1.301 -0.43 0.36 0.78
C -3.535 -3.259 -0.352 -0.86 -0.21 -0.48
H 5.572 -0.498 2.902 0.14 -0.17 -0.14
H 2.402 -3.089 -4.864 -0.08 0.05 0.14
O -1.602 2.733 3.737 -0.27 0.49 0.58
C 0.167 -0.861 -0.810 -0.53 -0.03 1.56
C -4.835 2.186 2.501 -0.26 0.28 0.35
Cd 1.304 0.522 -4.794 -0.27 -0.50 1.59
H 3.270 -2.055 -0.091 0.28 -0.01 -0.16
C -4.548 0.880 -1.232 -0.27 0.44 -0.06
H -5.600 2.452 3.237 0.02 0.03 -0.03
C -2.969 -3.470 -1.744 0.74 -0.34 0.32
H 4.983 -1.246 -2.426 -0.07 -0.11 0.17
H 4.730 -2.331 1.933 0.04 -0.26 -0.38
H -2.313 6.499 -4.238 0.08 -0.24 0.00
O -0.583 -0.565 1.419 0.02 -0.53 0.11
H -4.145 0.683 3.897 0.16 -0.02 -0.04
H 0.688 -5.331 -3.719 -0.13 0.08 0.43
H -5.313 2.292 1.527 0.11 -0.35 -0.10
O -4.114 5.916 -3.435 0.28 -0.04 0.31
C 2.013 -4.111 -4.807 -0.32 0.20 -0.11
H -5.104 0.066 2.552 0.13 -0.14 0.10
H -4.060 2.952 2.547 0.16 -0.18 0.13
H 0.009 -3.740 -4.069 -0.01 -0.03 0.01
H -2.828 -2.227 2.849 -0.07 0.35 0.12
H -0.886 5.429 -2.490 -0.05 0.47 -0.14
H 5.824 -1.164 -5.882 0.01 0.35 -0.01
C -0.423 1.436 0.133 -0.50 -1.06 -0.43
C 0.918 -4.263 -3.753 0.31 0.10 -0.81
H -4.507 3.088 -1.555 -0.39 -0.35 -0.12
C -0.246 2.032 -1.143 0.00 -0.23 0.90
O -1.611 -0.317 4.434 0.20 -0.75 0.73
C 2.074 -4.459 1.316 -0.87 0.13 0.12
H 2.198 -4.537 0.231 0.05 -0.03 -0.03
H 4.894 -2.961 -4.897 0.20 0.07 -0.23
C 0.135 1.257 -2.204 0.50 0.28 0.32
O 5.420 -0.959 -5.031 0.06 -0.13 0.17
O -3.119 0.467 2.121 -0.86 -0.13 -0.04
C -2.528 -2.524 3.855 0.34 0.28 -0.11
O 4.957 -0.324 2.184 -0.11 0.38 -0.11
C 3.647 -1.168 0.421 0.01 0.07 -0.32
H 5.734 -1.518 0.665 0.10 -0.26 0.17
H -2.278 -3.581 3.751 -0.02 -0.04 0.42
O 0.391 1.811 -3.333 -0.07 -0.57 -0.74
H 1.566 2.426 2.494 -0.46 -0.06 0.18
H -0.533 2.730 6.422 0.00 -0.17 -0.33
H -4.685 0.489 -2.244 0.10 0.08 -0.01
C 3.744 1.698 -3.198 0.53 1.06 -0.75
H -5.500 -3.275 -0.607 -0.07 0.05 -0.09
C 2.554 2.337 4.385 0.13 -0.18 0.38
C -4.330 0.786 2.829 -0.29 0.52 -0.33
H -0.531 -1.868 3.577 0.32 0.28 0.27
O 1.762 -5.719 1.897 0.60 0.05 0.08
C 0.410 -0.247 -2.006 0.47 -0.50 -0.84
H 4.538 3.721 -3.343 -0.13 -0.03 0.09
Zn -1.206 0.832 2.788 -0.06 0.46 -0.09
H 0.600 -3.560 2.660 0.47 -0.03 0.22
O 3.335 0.658 -4.136 0.75 0.26 0.29
H 3.982 -0.423 -0.305 -0.33 -0.04 -0.20
C -2.187 3.146 5.012 0.36 -0.41 0.00
H -3.694 -4.213 0.155 0.22 -0.03 0.02
H -5.552 0.916 -0.797 0.12 0.03 0.24
H 4.482 -2.952 -2.465 0.22 -0.07 -0.07
H -0.375 3.099 -1.255 -0.04 0.02 -0.06
H 4.176 0.266 -4.455 -0.21 -0.58 -0.54
H 0.062 -3.679 1.042 0.15 0.04 -0.20
C -1.960 5.251 -2.533 -0.20 -1.29 0.32
H -2.657 7.257 -2.732 -0.30 -0.09 0.20
H -2.918 -2.635 0.297 0.07 0.08 -0.15
O 1.347 -3.792 -2.496 -0.13 -0.18 0.63
C -1.304 -1.738 4.331 -0.82 -0.90 -0.77
C 4.545 -2.034 -3.047 0.47 0.53 0.10
H -2.066 4.270 -3.012 -0.09 0.14 -0.20
H 1.024 -6.120 1.430 0.02 0.06 -0.13
H -3.079 2.222 -2.013 0.07 -0.04 0.04
H 0.321 -1.914 -0.620 0.12 -0.09 -0.43
H -3.406 0.300 1.186 0.61 0.04 -0.14
C -0.288 -0.124 0.305 0.25 0.99 -1.30
C -1.118 3.553 6.013 -0.42 0.07 0.17
H 2.788 -0.747 0.946 0.21 0.00 0.35
H 1.003 -2.898 -2.377 0.23 -0.01 -0.25
H -2.002 -0.230 5.311 -0.09 0.58 -0.20
H 6.389 -2.585 -4.070 0.16 0.43 0.03
H -3.659 -4.061 -2.343 -0.05 0.10 -0.05
H -2.783 2.306 5.367 0.00 0.01 -0.01
H -0.443 4.287 5.572 0.00 0.05 0.07
```
Positions in Å, forces in eV/Å.

Net charge: +2



A 12-piece molecular cluster, C48H68N4O16 overall in a non-equilibrium geometry, computed with ωB97M-V/def2-TZVPD.

```
136
Properties=species:S:1:pos:R:3:forces:R:3
H -10.097 0.616 1.248 -0.01 0.20 -0.30
H 0.023 2.074 7.179 0.09 0.41 0.08
C 6.964 -7.372 -8.039 0.33 0.85 0.71
O 8.780 5.338 1.765 1.13 -1.80 0.56
C -2.130 11.982 0.396 0.40 0.46 -1.57
C -0.218 13.251 -0.377 -0.89 0.83 0.73
H -7.784 3.245 -5.397 0.26 -0.52 -0.48
C 10.522 3.586 1.873 -0.58 1.14 -0.23
H 6.899 -7.145 1.939 -0.39 0.06 -0.52
N 6.513 -4.948 -7.307 0.13 0.75 0.65
C 8.083 3.109 1.291 0.44 -0.01 0.68
H -8.234 -2.381 -6.172 0.02 -0.11 -0.15
H -3.679 -4.862 7.267 -0.11 -0.20 0.16
C -6.060 5.863 -4.335 0.29 0.17 -0.77
N 2.828 -10.579 -1.319 1.16 -0.62 0.37
C 2.076 1.565 7.461 0.34 -0.76 -1.52
C -9.355 3.271 3.375 0.60 -0.61 -0.19
O -6.114 -3.268 -4.310 -0.77 -0.12 -1.83
H 5.510 -5.103 1.120 -0.54 0.36 0.20
O 2.708 -11.337 -0.352 -0.11 1.02 -1.26
H 7.411 -9.321 -8.794 -0.15 -0.05 0.04
C -9.601 1.802 2.928 -0.34 1.57 0.77
H 8.582 -6.814 1.919 0.11 0.11 0.02
H -1.959 9.835 0.063 -0.53 0.14 -0.15
H -7.798 -3.950 -7.001 0.01 0.43 -0.21
H 10.555 2.834 2.662 0.30 0.28 0.19
O -0.859 2.343 -2.607 0.21 -1.77 1.32
H 1.725 9.607 5.908 -0.24 0.23 -0.54
C -4.519 -6.624 6.313 -0.12 0.06 -1.42
H 3.097 2.976 8.758 -0.36 -0.04 0.14
H -0.043 9.178 6.024 0.20 0.08 0.23
C -4.530 -4.403 5.346 0.94 -0.60 -0.06
H 7.616 3.460 0.371 -0.06 -0.05 0.14
O -9.772 0.930 3.747 0.17 -0.01 -0.60
H 1.433 -9.546 0.769 -0.02 -0.28 -0.12
H -1.954 14.119 0.622 0.07 0.02 -0.03
H 0.071 -7.552 0.891 0.01 0.07 0.00
H -5.052 6.127 -4.657 0.20 0.05 0.02
H 2.938 6.832 5.163 0.35 -0.03 -0.08
H -8.330 -3.974 -5.345 -0.37 0.30 0.03
H 5.834 -3.528 2.026 -0.17 -0.27 0.04
C 6.161 -6.713 -10.618 0.84 -1.70 0.18
H -8.378 3.593 3.015 0.10 -0.02 -0.39
H 0.251 14.223 -0.415 0.24 -0.02 -0.26
C 1.349 -8.939 -0.121 0.49 -0.62 -0.11
H 0.170 0.751 8.215 0.49 -0.41 0.00
C 0.579 -7.774 -0.036 1.03 -1.29 0.14
H 1.286 8.417 6.982 -0.40 -0.50 0.08
C 9.111 4.152 1.752 -1.06 0.71 -1.57
H 3.094 8.376 4.266 -0.06 -0.05 0.18
C 6.210 -4.301 1.356 0.56 -0.93 0.77
H -4.313 -2.954 -5.980 0.03 -0.22 -0.12
C 2.493 7.478 4.406 -0.53 -0.36 -0.42
H 3.400 1.291 9.214 -0.71 -0.11 0.20
H 1.210 -6.608 -3.158 -0.10 -0.01 0.00
C 0.359 12.113 -0.901 -0.33 -0.66 0.42
C 7.634 -6.464 1.511 0.86 -0.22 1.08
H -9.268 3.399 4.454 -0.53 -0.29 -0.03
H -5.327 -4.259 3.312 0.31 0.38 0.10
H -4.195 -3.376 5.360 -0.18 0.14 0.43
H 2.464 -8.695 -3.289 0.15 -0.08 -0.03
C 2.070 -9.308 -1.294 -1.64 0.83 1.83
H 5.838 -4.815 -9.980 0.05 0.42 0.75
C -5.113 -7.077 5.123 -0.38 -0.69 0.41
O 3.605 -10.786 -2.258 -1.26 0.47 0.90
H 0.077 -5.966 -1.010 -0.24 0.03 -0.19
H 1.298 12.092 -1.433 0.09 0.39 0.05
H -6.472 3.206 -4.230 0.14 0.06 -0.04
H -0.707 1.060 0.341 -0.06 -0.10 -0.03
C 6.181 -5.776 -9.626 -0.01 1.51 0.36
H 7.338 2.960 2.072 -0.20 0.15 -0.10
O 7.206 -5.069 -6.298 -0.70 -0.09 -0.92
H -5.963 5.435 -3.337 -0.16 -0.49 -0.27
H 0.589 2.283 8.896 0.09 0.24 -0.25
C -0.598 1.486 -1.762 1.23 1.26 -0.43
C 0.558 -6.928 -1.108 0.16 0.64 -1.39
N -4.195 -7.610 7.384 -0.75 -0.03 0.31
O -7.373 5.542 -6.344 2.53 -1.64 2.19
O -3.783 -7.118 8.416 0.20 -0.32 -0.15
H 11.193 4.443 1.933 0.28 -0.35 0.61
O -4.159 13.008 0.898 0.86 -2.36 -0.47
H -6.012 2.965 -5.915 -0.44 -0.18 -0.21
C 0.720 0.637 -1.836 -1.63 0.57 -0.79
C 1.971 -8.450 -2.360 -0.06 0.32 -1.30
C 6.636 -8.006 -10.351 0.00 0.56 0.66
H -5.411 -2.226 -7.133 -0.17 0.03 -0.13
H 8.575 2.147 1.142 -0.12 -0.01 -0.18
H -5.867 -6.593 3.161 0.06 -0.27 0.04
H 5.845 -6.440 -11.615 -0.09 -0.01 0.01
C -6.373 -3.280 -5.511 1.02 0.37 0.47
C 6.638 -6.026 -8.324 -1.31 -1.12 -1.25
O 0.101 7.146 4.442 2.92 1.85 1.42
C 1.104 7.754 4.897 -2.57 -0.59 -0.44
H -10.082 3.949 2.927 -0.11 -0.08 0.13
C 0.984 8.815 6.013 0.04 -0.53 -0.54
H -1.754 2.348 -0.246 -0.49 -0.25 0.05
C -1.473 13.225 0.254 -0.10 -1.28 -0.20
C -1.385 1.346 -0.463 0.44 0.41 -0.43
H -8.656 1.653 1.026 0.28 -0.35 0.14
C -0.279 10.892 -0.711 -0.84 0.64 -0.50
H 7.157 -7.716 -7.033 0.22 0.40 0.19
C 3.181 1.958 8.380 1.54 0.24 0.01
C 7.434 -5.043 1.994 0.79 1.66 -1.39
O 5.764 -3.979 -7.515 1.12 -1.79 -0.07
H -5.126 -3.957 -7.236 -0.15 -0.09 0.15
C 7.043 -8.334 -9.033 -0.60 0.68 -1.53
O -3.840 10.915 1.516 -0.18 0.89 -1.28
C -6.725 3.463 -5.259 0.27 1.32 0.26
H 4.114 1.923 7.817 -0.07 0.09 -0.24
H -5.477 -8.092 5.064 0.32 -0.21 0.11
H 0.194 10.060 -1.213 -0.26 -0.49 0.41
H 1.550 1.271 -2.146 0.01 0.09 0.49
H -2.166 0.589 -0.540 -0.14 0.18 -0.02
C 1.207 -7.272 -2.306 0.44 -0.49 1.16
C -5.369 -6.245 4.054 0.22 1.08 0.45
C -5.232 -3.124 -6.541 -0.26 0.33 0.82
H 10.751 3.070 0.941 -0.14 -0.08 -0.08
C -6.671 4.996 -5.456 -2.97 1.33 -0.43
H -6.602 6.803 -4.235 -0.11 -0.11 -0.27
H 0.852 0.074 -0.913 0.34 0.06 -0.30
C -7.792 -3.373 -6.077 0.65 -0.90 0.98
C -5.047 -4.877 4.152 -0.70 -1.20 0.40
H 2.385 6.941 3.463 0.30 -0.10 0.10
C 0.659 1.697 7.980 -0.39 -0.21 -0.33
H 6.652 -8.689 -11.188 0.16 -0.40 0.24
H -10.142 2.414 0.885 -0.52 -0.11 0.32
N -3.523 11.928 0.895 0.04 1.63 2.43
O 2.360 1.194 6.316 -1.02 0.55 1.90
H 7.746 -6.514 0.428 -0.59 0.01 -0.02
C -9.666 1.600 1.431 0.37 -0.30 0.14
C -1.558 10.821 -0.117 1.42 -0.20 0.43
O 8.289 -4.459 2.640 -1.22 -0.67 -0.23
H 6.417 -3.817 0.402 0.60 -0.10 0.03
O -4.431 -8.807 7.219 0.35 1.41 -0.23
C -4.201 -5.276 6.417 -0.15 0.46 -0.55
H 0.571 -0.009 -2.701 0.06 -0.44 0.14
```
Positions in Å, forces in eV/Å.

Net charge: 0
SMILES: O=[N+]([O-])c1ccccc1.O=[N+]([O-])c1ccccc1.O=[N+]([O-])c1ccccc1.O=[N+]([O-])c1ccccc1.CC(C)=O.CC(C)=O.CC(C)=O.CC(C)=O.CC(C)=O.CC(C)=O.CC(C)=O.CC(C)=O



C26H58OOsP4 as an isolated structure in a non-equilibrium geometry, computed with ωB97M-V/def2-TZVPD.

```
90
Properties=species:S:1:pos:R:3:forces:R:3
C -0.747 4.358 0.327 0.37 -0.33 0.32
H -3.720 4.336 0.381 0.05 -0.21 0.10
H 2.399 -3.872 -0.913 -0.04 -0.20 0.16
H -0.095 3.209 -8.295 -0.19 -0.18 0.29
H -1.083 -0.538 4.518 0.10 0.13 -0.29
H -0.152 -4.710 1.749 0.26 0.18 0.05
C -3.416 3.363 0.793 0.06 -0.14 -0.05
H -2.412 0.263 -4.039 0.13 0.58 -0.25
H -1.199 2.482 -2.230 -0.26 0.22 0.26
C -2.053 2.976 -1.751 -0.06 -0.02 -0.14
H -3.825 1.490 2.791 0.12 -0.29 0.08
O -2.027 1.151 -3.874 0.13 0.49 -2.15
H 0.455 -0.021 3.776 -0.21 -0.07 -0.08
H -1.284 5.258 -0.008 0.01 -0.34 0.10
H -2.090 4.019 -2.082 -0.16 -0.07 0.12
C -0.569 -0.356 3.563 0.26 -0.13 -0.25
H 3.372 0.524 -0.075 0.29 -0.05 -0.01
H 5.467 -2.280 1.235 -0.16 -0.04 -0.19
H 4.681 0.093 1.058 -0.13 -0.05 -0.38
H 3.243 -1.859 -0.842 0.15 0.09 0.27
H 0.091 -3.269 2.747 0.07 -0.17 -0.08
C -2.472 -2.317 0.550 0.10 -0.15 0.19
C 0.940 1.458 0.686 0.86 -0.52 -1.18
C -0.529 3.535 -6.202 -0.47 0.55 2.26
H 3.323 -4.201 2.766 0.21 0.24 0.13
H 1.358 -4.506 2.662 -0.33 0.12 -0.19
H 1.025 2.516 0.947 -0.08 -0.33 0.12
H -4.697 -1.086 -0.930 0.15 0.22 -0.01
H -0.049 4.520 -6.163 -0.28 -0.41 -0.12
C 1.223 -3.295 0.848 -0.73 0.51 -0.11
H -4.180 2.616 0.548 0.13 0.21 0.04
H 1.219 -5.075 -0.371 0.19 0.28 0.20
C -3.193 0.640 3.075 0.02 -0.02 -0.05
C -0.998 2.449 3.498 0.06 -0.11 -0.16
P 2.227 -1.782 1.286 2.38 -2.64 0.74
H 0.746 1.888 -1.462 -0.02 -0.34 0.17
H 5.506 -2.529 -0.514 -0.23 0.08 0.18
Os -1.065 0.809 0.342 1.51 2.40 1.27
H -0.495 4.466 1.388 -0.05 0.04 -0.23
C -1.630 -1.399 -2.042 -0.33 -0.11 -0.48
H -1.575 3.322 3.168 0.13 -0.26 0.09
H 0.183 4.268 -0.250 -0.21 0.02 0.11
C 3.685 -1.635 0.148 -0.64 0.90 -0.96
C -4.039 -0.229 -0.720 -0.25 0.01 -0.21
H 4.766 -3.189 3.043 -0.46 -0.03 0.04
C -1.740 0.992 -6.263 0.43 0.09 -1.55
P -2.335 -0.816 -0.474 -1.46 -2.33 -0.82
C -1.124 3.030 -5.039 1.02 1.36 -0.87
H 3.161 0.139 3.282 0.14 -0.10 0.04
H -1.731 -3.061 0.234 -0.22 0.15 0.04
C 1.947 -4.324 -0.024 0.38 -0.07 -0.31
H 1.233 0.149 -1.048 -0.21 0.38 0.00
C 4.861 -2.584 0.375 0.12 -0.60 0.31
H 4.568 -3.633 0.496 0.13 0.30 0.00
H -3.337 3.449 1.885 -0.01 0.06 -0.34
H 1.514 0.769 1.328 -0.31 0.47 -0.14
H -1.176 3.608 -4.117 0.20 -0.12 -0.41
H -4.401 0.268 0.190 0.11 -0.20 -0.19
C -1.646 1.731 -5.060 -0.72 -1.47 1.19
C 4.189 -0.183 0.115 0.01 0.19 0.00
H -1.253 0.986 -8.360 0.04 0.20 0.32
H -1.474 -0.545 -2.710 0.10 -0.36 0.38
H -2.294 -2.135 -2.513 0.17 0.05 0.03
H 4.921 -0.091 -0.696 -0.13 0.05 0.22
H 3.625 -3.510 4.364 -0.01 0.12 -0.36
H 0.425 -2.830 0.229 0.10 -0.37 0.17
H 2.727 -4.852 0.543 -0.28 0.15 -0.19
H -1.189 2.300 4.571 0.00 -0.02 -0.30
H -2.285 -2.078 1.603 -0.13 -0.09 -0.15
H 0.072 2.661 3.371 -0.21 -0.04 0.02
H 4.688 -0.743 2.995 -0.40 -0.06 0.22
H -3.475 -2.756 0.463 0.22 0.07 -0.03
H -4.100 0.486 -1.551 0.02 -0.19 0.19
H -3.579 -0.278 2.612 0.01 0.21 0.15
P -1.450 0.914 2.586 -0.52 0.30 2.09
C 0.767 1.088 -0.715 0.98 0.13 0.92
H -2.963 2.453 -2.060 0.17 0.23 0.10
H 3.849 -0.881 4.557 0.03 0.04 -0.35
C 3.696 -0.802 3.470 0.12 0.21 0.22
C -0.556 2.800 -7.391 0.20 0.04 -0.61
H -0.646 -1.855 -1.877 -0.26 0.03 0.09
H -0.525 -1.300 3.004 -0.02 0.13 0.17
C 3.699 -3.309 3.282 0.34 -0.63 -0.14
C 2.905 -2.029 3.004 -0.91 0.90 0.42
H 1.980 -2.089 3.604 0.24 0.06 -0.09
H -3.224 0.522 4.168 -0.06 0.07 -0.30
C 0.597 -3.975 2.078 -0.15 0.16 0.09
C -1.194 1.545 -7.422 -0.95 -1.57 0.62
H -2.221 0.003 -6.259 0.27 0.47 -0.15
P -1.821 2.902 0.040 -1.00 1.55 -0.42
```
Positions in Å, forces in eV/Å.

Net charge: +4
2S+1: 5



Short version: calculated total energy = -4337.840151 -3292.153743 -2555.254403 hartree, in the order given.
Short version: relative energy (zero: lowest compared OMol25 entry of this formula, charge and spin) = 0.0000 0.0000 0.0000 eV, in the order given.